Entry 1:
Computed, not measured: C26H80AsF6N4O17 as an isolated structure, with ωB97M-V/def2-TZVPD.

Calculated values
- E_LUMO (eV) = 1.7
- maximum force (eV/A) = 3.75
- E_tot (hartree) = -5371.60101
- molecular weight (g mol⁻¹) = 909.85
- total charge = -1

Geometry as XYZ:
```
134
Properties=species:S:1:pos:R:3:lowdin_charge:R:1
As 0.70868 0.46982 1.17333 0.855
F 0.98700 2.19056 0.92962 -0.298
F 0.47620 -1.27532 1.31948 -0.292
F -0.45218 0.54715 -0.17528 -0.304
F 1.91039 0.42194 2.49833 -0.308
F 2.00474 0.08205 -0.05834 -0.333
F -0.55270 0.92068 2.38896 -0.318
O 0.60638 6.45302 4.10652 -0.058
O 0.80105 0.82204 10.40194 -0.075
O -0.98660 -0.53550 -6.04035 -0.075
O -3.66711 -3.62564 5.40698 -0.054
O -8.87246 0.96985 -7.39362 -0.191
O -7.94653 2.68721 8.11711 -0.082
O 6.05377 4.99528 -5.10240 -0.073
O 7.85884 3.89206 -3.09977 -0.070
O -1.63508 -10.12704 -1.54243 -0.196
O -6.10596 6.75967 -0.23971 -0.054
O 9.14842 2.97217 4.05352 -0.213
O -2.28306 1.71472 -7.30478 -0.069
O -6.44497 5.88632 2.49204 -0.079
O -0.64279 -1.63644 9.65574 -0.077
O 8.52747 -4.51449 -0.84151 -0.185
O -5.54809 -0.80437 2.19792 -0.058
O -8.97915 0.57256 9.51098 -0.083
N -1.67636 -7.77511 1.34080 0.044
N -9.98929 -0.30666 -9.95550 0.027
N 10.12315 -2.02921 -1.38537 0.021
N 9.37671 5.23922 2.56934 0.021
C 8.70416 1.63258 4.39076 -0.096
C -10.20682 1.01786 -7.92009 -0.189
C -11.56333 1.39706 -10.05094 -0.084
C 5.61834 4.85148 -3.76521 -0.243
C -1.20146 -9.04526 -0.71954 -0.239
C 8.01649 3.90045 3.92826 -0.193
C -8.84935 0.97707 -5.98887 -0.123
C 6.42588 3.78216 -3.00997 -0.242
C -10.24467 1.01640 -9.47573 -0.470
C -1.25153 0.95603 -7.92617 -0.259
C -5.19547 6.20356 1.88195 -0.226
C 7.19993 -4.64379 -1.26207 -0.118
C -8.31541 0.35389 8.24408 -0.228
C -5.14118 5.91039 0.31113 -0.238
C -0.28204 0.39296 -6.90401 -0.225
C 0.25234 -0.89136 8.77228 -0.215
C 1.39308 -0.10173 9.46943 -0.215
C 9.43666 -2.82416 -2.38641 -0.416
C 7.44660 6.37601 3.61289 -0.062
C -2.23912 -8.49815 0.22744 -0.470
C -0.54190 -10.59263 -2.42463 -0.071
C 9.35500 -4.34499 -1.98768 -0.206
C -3.23750 -7.54986 -0.48828 -0.054
C 10.27411 -2.67303 -3.66919 -0.075
C -7.22484 1.44932 8.00774 -0.201
C 8.56715 5.35296 3.78406 -0.421
H 5.90920 5.80838 -3.33181 0.113
H 11.15768 -3.31128 -3.66133 0.072
H 6.50131 -4.57232 -0.42846 0.094
H 0.35850 -10.87489 -1.87903 0.079
H -4.14512 6.18955 -0.03242 0.110
H 6.71346 6.42523 4.41799 0.077
H -1.02028 -11.47980 -2.83960 0.083
H -1.30667 -6.95162 0.88773 0.075
H -0.91759 -8.34776 1.68203 0.066
H 6.86841 5.50165 -5.14182 0.082
H 7.42738 3.67270 3.03990 0.120
H 5.95242 3.64083 -2.03838 0.117
H -6.49819 1.37621 8.81690 0.112
H -9.08238 0.36340 7.46963 0.112
H -9.29253 -0.60313 -9.28712 0.067
H -3.18854 -4.31607 4.94818 0.030
H -3.36032 -3.68163 6.31195 0.026
H -9.46171 1.66529 -9.86818 0.144
H -10.81356 -0.85817 -9.76438 0.070
H -9.33515 1.87715 -5.61210 0.082
H 7.78809 1.29562 3.90559 0.090
H -6.04784 6.57859 -1.18068 0.084
H 0.54306 5.71860 3.49590 0.032
H -3.96600 -7.34864 0.29716 0.076
H -1.72467 0.17858 -8.52601 0.117
H -11.42049 1.20252 -11.11388 0.084
H -5.27005 -1.48340 2.81261 0.023
H 0.23770 6.11801 4.92389 0.026
H 10.51051 -1.66874 -4.02077 0.075
H -12.42852 0.87062 -9.64796 0.085
H 1.97367 0.43321 8.71785 0.122
H 7.00221 -3.82766 -1.95700 0.080
H 0.21360 1.23910 -6.42812 0.121
H 7.31503 3.82041 4.75871 0.118
H 6.19730 2.87497 -3.56931 0.110
H -5.20718 4.82768 0.20388 0.114
H -6.79477 1.28956 7.01899 0.121
H 8.97918 -4.84447 -2.88065 0.112
H -10.76800 0.19269 -7.48163 0.125
H -9.39410 0.13908 -5.55397 0.085
H 7.09413 -5.63036 -1.71329 0.089
H -7.88951 -0.64082 8.11270 0.106
H -11.71025 2.47390 -9.96774 0.078
H -9.78904 0.05808 9.54267 0.084
H -0.67457 1.62092 -8.56893 0.113
H -2.85334 -9.33660 0.55582 0.137
H -4.91012 7.23801 2.07325 0.103
H -7.82100 1.02524 -5.63070 0.092
H -0.36060 -0.21933 8.17162 0.114
H 9.55555 1.03923 4.05732 0.078
H -2.72064 -6.63478 -0.77733 0.076
H -0.30463 -9.84366 -3.18019 0.082
H 9.90315 4.38078 2.64705 0.053
H 2.01558 -0.85780 9.94790 0.111
H 0.28781 0.36561 11.07264 0.064
H 7.92399 7.33032 3.39040 0.075
H 9.71670 -3.11772 -4.49360 0.066
H 8.82313 4.86702 1.81099 0.064
H 10.99503 -2.41884 -1.05656 0.071
H -10.67390 1.96098 -7.63642 0.118
H 0.45766 -0.24914 -7.38218 0.112
H 6.87440 6.10492 2.72565 0.076
H -4.46341 5.65834 2.47772 0.108
H 8.74348 1.40225 5.45542 0.078
H 8.41158 -2.46000 -2.45487 0.128
H -0.77561 -8.31564 -1.40832 0.125
H -8.49809 2.56110 8.89266 0.060
H 10.34235 -4.75156 -1.76874 0.122
H -0.37669 -9.36236 -0.08133 0.111
H -4.78969 -0.22548 2.12067 0.032
H -3.05863 1.16340 -7.17766 0.082
H 9.21890 5.53855 4.63781 0.135
H -6.38932 5.65699 3.42259 0.079
H 9.56831 -1.84102 -0.56267 0.069
H 8.23267 3.14146 -2.63239 0.080
H -1.12803 -0.14691 -5.17398 0.084
H -0.85164 -1.10495 10.42743 0.056
H 0.73993 -1.54340 8.04759 0.115
H -3.62233 -8.01636 -1.39514 0.078
H 4.55606 4.62787 -3.66696 0.126
```

Entry 2:
Computed, not measured: a 13-piece molecular cluster, C26H80N2O13 overall, with ωB97M-V/def2-TZVPD.

Calculated values
- E_LUMO (eV) = 0.4
- maximum force (eV/A) = 2.58
- E_tot (hartree) = -2126.05756
- molecular weight (g mol⁻¹) = 628.93

Geometry as XYZ:
```
121
Properties=species:S:1:pos:R:3:lowdin_charge:R:1
O -1.40753 4.57061 -2.04634 -0.180
O -0.15453 0.21971 1.57921 -0.124
O 0.42755 -4.31703 -0.23707 -0.128
O -2.34718 -0.42695 -2.64563 -0.170
O 2.03554 -1.87718 -4.84284 -0.066
O -1.90176 -2.76027 -0.97175 -0.107
O 4.23398 0.89127 2.27412 -0.120
O 2.63562 -4.17755 -2.28932 -0.131
O -0.77439 2.55640 5.09431 -0.209
O -4.71982 1.67666 0.80104 -0.104
O 5.55118 -1.82390 2.08283 -0.094
O 1.28834 -1.33672 3.33341 -0.135
O 3.30819 2.37926 -2.73023 -0.123
N -2.10433 1.84376 2.76121 0.053
N 1.17522 4.70458 -4.65691 0.043
C -0.98396 5.96929 -4.63906 -0.053
C 4.50553 -2.52036 1.39018 -0.308
C 4.80425 -4.02608 1.49422 -0.084
C -3.46489 -0.75685 -3.49391 -0.146
C 0.07787 5.17027 -3.84773 -0.436
C -2.56918 4.22028 3.43199 -0.045
C 3.63268 -3.12298 -2.27717 -0.119
C -0.57769 0.07894 0.22799 -0.278
C -0.63029 4.02898 -3.10469 -0.208
C -0.47842 -4.16754 1.99591 -0.071
C 1.43535 -1.22546 5.75172 -0.062
C 0.40846 -0.01924 -4.60380 -0.068
C 0.82009 -4.24329 1.16922 -0.255
C -1.89331 3.51231 -1.27000 -0.119
C -2.36904 -5.02537 -1.77707 -0.076
C 0.45187 -0.77650 -0.40761 -0.069
C 0.85414 -1.41250 -4.16054 -0.289
C -2.75558 -3.91104 -0.89523 -0.306
C -4.87328 -0.69928 0.16453 -0.072
C 0.58203 -0.98145 4.50856 -0.310
C -1.54165 3.20646 2.91273 -0.389
C 2.75358 1.23275 -2.05552 -0.139
C -0.35342 3.14288 3.85080 -0.195
C 0.21480 2.66560 6.10161 -0.111
C -5.55951 0.52094 0.76557 -0.298
C 2.87953 1.35473 2.22513 -0.137
H -2.50729 2.84862 -1.86795 0.080
H -0.01283 -2.09162 -4.23665 0.115
H 2.23960 0.53470 2.57227 0.055
H 0.41813 2.51711 3.37143 0.109
H -0.44073 0.30867 -4.03012 0.050
H -1.28123 3.47619 -3.73434 0.117
H 1.70871 1.32108 -2.27251 0.051
H 0.58387 -1.80180 -0.00142 0.076
H 0.58255 5.88141 -3.12822 0.154
H 4.56945 -3.54815 -1.93525 0.080
H 3.52729 -2.25503 1.85972 0.101
H -0.29310 -4.08627 3.07214 0.074
H -0.66665 1.04664 -0.23911 0.085
H 1.92384 -1.85068 -5.76212 0.053
H -1.55031 -0.44260 0.17259 0.105
H 2.51626 1.56246 1.22409 0.059
H -3.75626 -3.62714 -1.11587 0.098
H 2.42371 -4.29727 -3.22365 0.080
H 0.14875 3.40583 -2.67439 0.109
H 5.19233 -0.97453 2.36333 0.039
H 3.73384 -2.58257 -3.20936 0.064
H -2.77594 1.74377 1.99765 0.062
H -3.02981 -5.84066 -1.59738 0.075
H -1.00081 -3.22850 1.68179 0.081
H -3.70877 0.18280 -3.96660 0.068
H -5.57846 -1.51345 -0.04217 0.080
H 3.02383 1.28701 -0.99698 0.066
H 0.51747 3.73920 6.30358 0.102
H 2.73992 2.22662 2.88923 0.079
H 1.02908 -0.62870 6.52528 0.049
H -1.84500 6.15346 -4.00075 0.071
H 1.24603 0.64071 -4.39485 0.060
H -2.09159 -1.16717 -2.05247 0.036
H -2.20889 5.25702 3.48775 0.083
H -1.04003 -3.19108 -0.95123 0.042
H 1.44073 -3.34281 1.38597 0.089
H -3.40347 4.22979 2.75616 0.063
H -1.09769 3.43647 1.96906 0.124
H -3.19550 -1.47897 -4.29047 0.077
H 4.08356 -4.65462 0.95983 0.056
H -2.44639 3.97106 -0.44344 0.094
H 0.64984 -1.18518 2.58700 0.057
H 1.18988 -4.30460 -0.83216 0.054
H -0.00379 4.14858 4.05025 0.123
H 1.43246 -0.28662 -0.34045 0.066
H 1.83433 4.09859 -4.21076 0.046
H -4.36747 -1.17302 -2.98727 0.075
H -0.35673 -1.54095 4.51240 0.111
H -1.03353 2.88721 -0.93044 0.074
H 2.44252 -0.91922 5.61509 0.061
H -4.11369 -1.09331 0.85611 0.083
H 0.26721 0.05546 4.43068 0.086
H -1.10181 -5.03096 1.81578 0.066
H 4.45664 -2.16370 0.33365 0.091
H -2.62441 1.55776 3.59746 0.101
H 4.75844 -4.34920 2.54296 0.076
H 3.27237 -2.37265 -1.58397 0.054
H 1.52656 -2.30036 6.01179 0.086
H -2.76771 -4.23432 0.14761 0.104
H 1.06631 -1.42266 -3.09896 0.070
H -0.86458 0.57332 2.15658 0.044
H 4.69162 1.51511 1.69280 0.085
H 1.13671 2.24980 5.67378 0.076
H -2.41943 -4.76138 -2.81147 0.075
H 0.33719 -0.85638 -1.47873 0.047
H -1.37164 -5.35904 -1.50374 0.070
H -1.18150 5.62986 -5.65622 0.076
H 4.25418 2.24025 -2.85742 0.078
H 0.15933 -0.00659 -5.66067 0.077
H -0.55328 6.98608 -4.65976 0.077
H 5.80954 -4.25058 1.11683 0.074
H 3.07384 0.26985 -2.45313 0.078
H -4.44033 1.94799 -0.08665 0.080
H -0.06771 2.08915 6.98348 0.089
H 1.42983 -5.15633 1.37620 0.120
H -4.47082 -0.36954 -0.77760 0.045
H -2.87550 3.99928 4.44445 0.076
H -6.48610 0.81383 0.26249 0.112
H -5.80897 0.34319 1.79015 0.101
H 0.78600 4.22614 -5.45667 0.067
```

Entry 3:
Computed, not measured: a 14-piece molecular cluster, C26H80N4O14 overall, with ωB97M-V/def2-TZVPD.

Calculated values
- E_LUMO (eV) = 0.1
- maximum force (eV/A) = 18.25
- E_tot (hartree) = -2310.19350
- molecular weight (g mol⁻¹) = 672.94

Geometry as XYZ:
```
124
Properties=species:S:1:pos:R:3:lowdin_charge:R:1
O -1.56903 2.60516 -0.98139 0.012
O -9.34051 1.93632 -5.29630 -0.125
O -5.16771 6.04497 -3.63044 0.009
O -7.18691 2.97004 -6.84744 -0.026
O -3.19729 7.00790 0.05495 -0.070
O -9.43004 6.98905 -6.96409 0.037
O -9.35733 6.73138 -1.91480 -0.146
O -5.87656 4.22033 -0.02695 -0.117
O -3.56788 1.10808 -1.90716 -0.116
O -7.90160 8.52891 -3.83895 -0.041
O -7.13357 1.81689 0.70490 0.022
O -5.46337 5.05700 -6.32496 -0.143
O -2.73246 4.37947 -4.97347 0.020
O -10.61895 7.27376 -4.40511 -0.132
N -5.59857 6.90083 -0.40537 0.121
N -4.27201 8.00414 -1.73159 0.131
N -6.27862 9.43138 -2.49269 -0.018
N -7.24940 8.34424 -1.70934 0.020
C -8.49282 2.61363 -0.91756 -0.056
C -9.91439 5.62616 -1.16168 -0.111
C -5.25356 3.85469 -3.17219 0.017
C -1.07796 3.58276 -1.57751 -0.632
C -7.32766 5.15799 -3.76506 -0.041
C -10.26084 5.48464 -8.62113 -0.025
C -4.71006 3.69668 0.39172 -0.184
C -6.39361 6.06528 -6.72021 -0.098
C -2.69709 6.45911 -5.69519 -0.013
C 0.36512 3.57737 -1.22422 -0.032
C -7.22388 0.78476 -7.31288 -0.054
C -7.84939 1.44733 -0.21405 -0.620
C -5.96764 5.23013 -3.17148 -0.608
C -2.18701 5.46548 -4.64124 -0.621
C -8.67040 2.35052 -4.14427 -0.157
C -6.93447 0.67646 -1.19508 -0.017
C -5.28558 1.68936 -6.20600 -0.029
C -10.19360 6.01734 -7.20524 -0.623
C -9.90342 4.81873 -6.25305 -0.015
C -0.69398 5.51052 -4.59731 -0.027
C -3.65188 0.34696 -0.79373 -0.224
C -6.37245 2.05435 -7.19149 -0.570
C -6.88010 8.38184 -2.96610 -0.594
C -1.72312 4.92926 -1.27561 -0.030
C -4.32578 7.17724 -0.75182 -0.523
C -11.92875 6.76228 -4.33294 -0.143
H -3.83707 4.32426 0.50988 0.076
H -11.24565 5.05938 -8.73487 0.081
H -7.89714 2.49399 -6.44486 0.038
H -12.64132 7.37329 -3.73948 0.101
H -5.03245 5.72038 -4.52917 0.074
H -10.82237 4.22304 -5.97641 0.108
H -2.96216 1.82231 -1.63957 0.032
H -8.70632 0.85892 0.22823 0.167
H -12.29384 6.67969 -5.30652 0.042
H -8.12921 0.88686 -7.94812 0.101
H -2.67517 5.63614 -3.68107 0.116
H -7.45677 0.30296 -6.37165 0.081
H -0.26487 5.28229 -5.55589 0.086
H -6.59711 0.05591 -7.83049 0.080
H -9.37166 2.30248 -1.49768 0.088
H -2.44834 4.15229 -5.81048 0.076
H -1.19199 3.46271 -2.64858 0.128
H -10.16938 1.46684 -5.12298 0.117
H -9.21570 4.07761 -6.63195 0.045
H -7.79321 6.11133 -4.10286 0.082
H -6.56430 7.64971 -1.17318 0.047
H -9.50543 4.70817 -8.80033 0.085
H -0.26632 4.90975 -3.78385 0.057
H -4.50824 3.81642 -2.44224 0.044
H -9.39150 5.47950 -0.18976 0.089
H -9.94875 6.70643 -2.68002 0.044
H -4.09539 7.36935 -2.57561 0.164
H -8.90362 3.15996 -0.09061 0.084
H -6.81255 6.62131 -5.93678 0.047
H -1.13884 5.78709 -1.70968 0.120
H -7.60709 2.54198 -4.31854 0.075
H -2.74952 4.90895 -1.55244 0.043
H -5.81896 9.73562 -3.39317 0.076
H -5.92173 4.20074 -6.37798 0.036
H -3.67457 6.84670 -5.46300 0.062
H -8.65826 1.51638 -3.45558 0.056
H -6.43237 3.40553 -0.06495 0.076
H -5.84925 2.26994 -8.15432 0.165
H -0.98535 1.84135 -0.96422 0.135
H -5.94529 3.05242 -2.92516 0.061
H 0.88212 2.65031 -1.52744 0.105
H -9.65902 7.64364 -7.62262 0.138
H -5.93087 6.82320 -7.35095 0.094
H -2.75367 -0.19881 -0.58168 0.078
H -4.86618 2.96288 1.24804 0.115
H -5.40686 8.82175 -2.15764 0.045
H -4.23288 3.10533 -0.38030 0.046
H -3.37535 8.58572 -1.55942 0.197
H -7.05417 1.10082 1.31378 0.138
H -5.56361 6.98670 0.61298 0.160
H -5.64215 5.84779 -0.28468 0.097
H -9.45033 5.14522 -5.32239 0.059
H -7.10850 5.48330 -7.25353 0.067
H 0.52895 3.87417 -0.20540 0.097
H 0.84562 4.27125 -1.82831 0.051
H -0.36305 6.52203 -4.36121 0.089
H -11.82368 5.71340 -3.98555 0.083
H -2.05961 7.31429 -5.83922 0.075
H -7.96316 4.64786 -3.11704 0.026
H -10.20981 6.31486 -9.32417 0.083
H -7.32991 4.51082 -4.69439 0.075
H -7.87481 3.18355 -1.56855 0.055
H -4.85208 0.67836 -6.35596 0.108
H -2.78515 5.87264 -6.60991 0.092
H -4.44491 -0.38922 -0.95794 0.065
H -11.18479 6.36040 -7.06886 0.106
H -10.96464 5.76694 -0.94286 0.072
H -6.04170 1.12185 -1.60109 0.057
H -7.54427 0.39078 -2.04280 0.063
H -6.54411 -0.26376 -0.76796 0.080
H -9.34256 3.04938 -3.55369 0.097
H -10.20361 7.06437 -5.25384 0.035
H -6.18562 5.50355 -2.14500 0.112
H -5.54178 1.87584 -5.17727 0.070
H -9.84217 4.67940 -1.77055 0.060
H -4.98725 3.64296 -4.21595 0.070
H -4.09319 0.91553 0.03958 0.079
H -1.78137 4.99046 -0.23565 0.055
H -8.07940 7.66237 -1.79275 0.080
H -4.48033 2.29047 -6.34738 0.032
```